1.
The following is a DFT calculation (ωB97M-V/def2-TZVPD) of a molecular structure, C26H49Cl4O2OsSi3Te.

Output
E_tot	-4238.318045	hartree
LUMO energy	-4.629	eV

ORCA input file:
```
! RIJCOSX wB97M-V def2-TZVPD def2/J DEFGRID3
* xyz 1 1
Os -0.176 0.181 0.772
Cl 0.593 6.567 2.724
C 0.427 4.862 2.699
C 0.413 4.139 3.913
Cl 0.547 4.970 5.407
C 0.286 2.758 3.902
Cl 0.272 1.816 5.332
C 0.170 2.112 2.675
O 0.046 0.766 2.552
C 0.190 2.817 1.477
O 0.139 2.087 0.362
C 0.318 4.209 1.485
Cl 0.371 5.035 -0.020
C 0.496 -0.629 -1.842
C 1.614 -1.545 -1.317
C 0.979 -2.907 -1.027
C 2.654 -1.762 -2.420
Si 2.174 -0.609 0.263
C 2.876 -1.717 1.683
C 3.460 -0.884 2.832
C 1.841 -2.642 2.315
C 4.012 -2.588 1.111
C 3.290 0.902 -0.155
C 3.407 1.945 0.968
C 2.809 1.671 -1.396
C 4.701 0.353 -0.451
H -0.077 -1.133 -2.628
H 0.842 0.330 -2.219
H -0.340 -0.395 -1.111
H 0.532 -3.294 -1.951
H 0.193 -2.850 -0.285
H 1.710 -3.640 -0.692
H 2.184 -2.248 -3.281
H 3.456 -2.417 -2.077
H 3.106 -0.837 -2.772
H 2.714 -0.223 3.281
H 4.319 -0.290 2.528
H 3.803 -1.566 3.615
H 1.036 -2.082 2.795
H 2.331 -3.225 3.101
H 1.418 -3.349 1.604
H 4.829 -1.993 0.703
H 3.672 -3.269 0.333
H 4.430 -3.200 1.916
H 2.483 2.501 1.094
H 4.176 2.669 0.681
H 3.694 1.533 1.929
H 1.811 2.084 -1.256
H 2.830 1.073 -2.305
H 3.485 2.515 -1.560
H 5.186 -0.038 0.443
H 5.322 1.174 -0.821
H 4.707 -0.427 -1.213
C -3.929 2.029 -4.496
Si -3.819 2.163 -2.642
C -2.794 3.625 -2.104
C -5.513 2.181 -1.857
C -2.898 0.607 -2.029
Te -2.697 0.625 0.089
C -3.890 -1.070 0.533
Si -2.978 -2.723 0.568
C -1.556 -2.506 1.774
C -2.372 -3.121 -1.152
C -4.143 -4.025 1.202
H -4.437 2.900 -4.912
H -4.492 1.144 -4.798
H -2.940 1.975 -4.954
H -3.262 4.562 -2.413
H -1.796 3.595 -2.548
H -2.670 3.673 -1.019
H -6.061 3.071 -2.170
H -5.469 2.203 -0.766
H -6.103 1.312 -2.159
H -1.889 0.580 -2.449
H -3.399 -0.329 -2.276
H -4.707 -1.045 -0.191
H -4.321 -0.846 1.512
H -0.864 -1.688 1.491
H -0.938 -3.398 1.849
H -1.916 -2.259 2.775
H -1.746 -2.326 -1.564
H -3.219 -3.268 -1.825
H -1.783 -4.040 -1.162
H -4.520 -3.782 2.197
H -3.645 -4.995 1.263
H -4.999 -4.136 0.534
*
```

2.
The following is a DFT calculation (ωB97M-V/def2-TZVPD) of C26H49N2O5PS in the gas phase.

Output
E_tot	-2245.116175	hartree
SMILES	CCCCCCCCCCCCCCCCCC[C@]1(P(O)(O)=S)[C@@H](OC#N)OC(=O)[C@H]1CCCN
LUMO energy	0.098	eV

ORCA input file:
```
! RIJCOSX wB97M-V def2-TZVPD def2/J DEFGRID3
* xyz 0 1
C 1.999 4.346 0.577
C 3.351 3.477 0.298
C 3.211 1.940 0.789
C 4.594 1.107 0.654
C 4.990 0.759 -0.871
C 4.230 -0.587 -1.400
C 4.952 -1.918 -0.801
C 4.221 -3.284 -1.225
C 2.666 -3.365 -0.832
C 2.387 -4.047 0.613
C 2.343 -2.913 1.772
C 0.927 -2.095 1.796
C 0.093 -2.480 3.115
C -0.851 -1.309 3.691
C -1.416 -0.303 2.537
C -2.552 0.601 3.211
C -3.245 1.655 2.173
C -3.872 0.945 0.872
C -3.196 1.433 -0.539
P -1.315 1.314 -0.704
O -0.471 2.212 0.509
O -0.763 -0.320 -0.566
S -0.630 2.003 -2.412
C -3.863 2.918 -0.724
O -3.188 3.865 -1.603
C -2.662 4.945 -0.872
N -2.305 5.941 -0.299
O -5.185 2.825 -1.358
C -5.500 1.534 -1.889
O -6.546 1.141 -2.474
C -4.139 0.680 -1.610
C -3.615 0.418 -3.108
C -2.664 -0.880 -3.270
C -3.303 -2.208 -2.574
N -2.368 -3.364 -2.859
H 2.280 5.451 0.663
H 1.520 4.002 1.557
H 1.266 4.248 -0.296
H 4.205 3.993 0.857
H 3.502 3.480 -0.838
H 2.913 1.932 1.908
H 2.353 1.437 0.199
H 4.509 0.151 1.302
H 5.440 1.731 1.141
H 4.635 1.635 -1.532
H 6.126 0.691 -0.993
H 4.267 -0.567 -2.548
H 3.148 -0.479 -1.003
H 6.008 -1.923 -1.284
H 5.129 -1.811 0.333
H 4.807 -4.147 -0.720
H 4.369 -3.438 -2.359
H 2.154 -2.342 -0.882
H 2.164 -4.054 -1.612
H 1.424 -4.663 0.535
H 3.265 -4.769 0.842
H 2.500 -3.478 2.767
H 3.240 -2.226 1.591
H 0.370 -2.457 0.846
H 1.171 -0.974 1.754
H -0.562 -3.401 2.904
H 0.819 -2.775 3.970
H -0.279 -0.702 4.496
H -1.746 -1.836 4.208
H -0.500 0.288 2.181
H -1.818 -0.986 1.696
H -2.198 1.190 4.137
H -3.405 -0.083 3.598
H -2.570 2.557 1.946
H -4.143 2.089 2.768
H -3.916 -0.211 0.953
H -4.984 1.271 0.805
H -0.357 3.143 0.174
H -1.619 -0.830 -0.506
H -4.114 3.508 0.223
H -4.596 -0.271 -1.129
H -3.129 1.342 -3.604
H -4.554 0.199 -3.752
H -2.656 -1.117 -4.407
H -1.575 -0.695 -2.979
H -3.392 -2.121 -1.437
H -4.332 -2.356 -3.082
H -2.039 -3.188 -3.832
H -1.572 -3.304 -2.205
*
```

3.
The following is a DFT calculation (ωB97M-V/def2-TZVPD) of a molecular structure, C26H49N6O2PbSi4Te.

Output
E_tot	-3117.190960	hartree
energy relative to the best compared isomer or geometry (same formula, charge and spin)	0.000	eV
LUMO energy	-8.713	eV

ORCA input file:
```
! RIJCOSX wB97M-V def2-TZVPD def2/J DEFGRID3
* xyz 3 1
Pb 0.253 0.468 -0.228
O -4.071 -4.737 -2.625
C -3.242 -4.083 -3.551
C -2.404 -3.080 -2.815
C -1.529 -2.241 -3.498
C -0.787 -1.329 -2.783
N -0.860 -1.230 -1.448
C -1.690 -2.044 -0.773
C -2.481 -2.967 -1.430
C -1.698 -1.895 0.708
C -2.368 -2.775 1.543
C -2.328 -2.597 2.918
C -3.016 -3.534 3.882
O -2.072 -3.970 4.840
C -1.603 -1.521 3.422
C -0.952 -0.687 2.546
N -0.995 -0.868 1.216
H -4.627 -5.378 -3.079
H -3.817 -3.557 -4.321
H -2.567 -4.781 -4.063
H -1.432 -2.283 -4.575
H -0.110 -0.650 -3.287
H -3.178 -3.599 -0.902
H -2.914 -3.610 1.127
H -3.493 -4.356 3.348
H -3.802 -2.980 4.402
H -1.929 -4.918 4.759
H -1.540 -1.351 4.488
H -0.379 0.165 2.895
C 1.943 6.190 4.608
Si 1.068 6.003 3.009
C -0.756 5.826 3.035
C 1.952 6.417 1.459
Si 2.378 2.585 4.109
Te 1.129 2.788 2.096
Si 1.229 1.824 6.057
C 1.477 -0.030 6.006
C 2.094 2.620 7.503
C -0.559 2.334 5.887
Si 4.736 2.944 4.021
C 5.266 4.241 5.254
C 5.345 1.244 4.530
C 5.216 3.403 2.277
H 1.961 7.265 4.837
H 2.981 5.862 4.563
H 1.424 5.696 5.430
H -1.203 6.827 2.988
H -1.091 5.358 3.961
H -1.125 5.260 2.182
H 1.703 7.449 1.182
H 1.646 5.773 0.636
H 3.033 6.360 1.588
H 2.532 -0.296 6.094
H 1.092 -0.481 5.088
H 0.953 -0.490 6.848
H 3.171 2.445 7.488
H 1.712 2.200 8.437
H 1.921 3.697 7.539
H -0.938 2.196 4.873
H -0.694 3.381 6.164
H -1.179 1.741 6.564
H 4.792 4.145 6.231
H 5.104 5.253 4.882
H 6.344 4.131 5.404
H 5.254 1.106 5.609
H 6.403 1.151 4.273
H 4.815 0.424 4.041
H 5.220 4.488 2.153
H 4.549 2.982 1.523
H 6.230 3.053 2.070
C 5.697 -1.912 2.052
C 5.582 -3.308 1.447
C 4.907 -4.284 2.405
C 4.908 -3.272 0.074
N 3.588 -2.616 0.104
C 3.261 -1.356 -0.151
N 1.968 -1.223 0.085
N 1.522 -2.435 0.493
N 2.485 -3.264 0.508
H 6.306 -1.942 2.954
H 4.712 -1.528 2.341
H 6.162 -1.200 1.365
H 6.591 -3.674 1.235
H 3.858 -4.030 2.569
H 5.409 -4.265 3.372
H 4.950 -5.306 2.030
H 4.742 -4.270 -0.325
H 5.505 -2.706 -0.641
H 3.943 -0.601 -0.503
*
```

> Which of these has the highest LUMO energy?

C26H49N2O5PS

> Number 2 is which compound?

C26H49N2O5PS

> Which formula does entry 2 have?

C26H49N2O5PS

> Number 1 is which compound?

C26H49Cl4O2OsSi3Te